{
  "formula": "C17H23F9NOPV",
  "method": "ωB97M-V/def2-TZVPD",
  "e_homo_ev": [-14.0, -13.4],
  "spin_multiplicity": 2,
  "energy_ha": -2974.916040,
  "fmax_ev_per_a": 6.301,
  "homo_lumo_gap_ev": [7.2, 6.7],
  "total_charge": 2,
  "elements": ["C", "C", "C", "C", "C", "C", "C", "C", "N", "V", "C", "P", "H", "H", "H", "H", "H", "H", "H", "H", "C", "C", "H", "C", "C", "H", "H", "H", "H", "H", "H", "H", "H", "H", "H", "H", "H", "H", "H", "F", "C", "F", "F", "C", "O", "C", "F", "F", "F", "C", "F", "F", "F"],
  "positions_angstrom": [[0.433075, 3.595260, -2.144404], [-0.899272, 3.194638, -1.940424], [-1.188555, 1.992567, -1.323016], [-0.166241, 1.153700, -0.761180], [1.183510, 1.578715, -0.998015], [1.468992, 2.774880, -1.651483], [-2.562662, 1.353818, -1.299683], [-2.349314, -0.099543, -0.832225], [-1.734322, -1.338785, -1.489900], [-0.681298, -0.826939, 0.104696], [2.332581, 0.689867, -0.605103], [2.120351, -1.053220, -1.193068], [-1.748007, 3.815884, -2.276718], [2.527851, 3.048594, -1.809556], [0.652344, 4.513283, -2.674143], [2.452526, 0.648992, 0.506837], [3.269653, 1.066492, -1.062188], [-3.183342, 1.935845, -0.598932], [-3.087107, 1.492226, -2.247892], [-0.830538, 0.044840, -1.151020], [2.349336, -2.015918, 0.297093], [3.489921, -1.338626, -2.317306], [-2.774322, -0.284165, 0.165880], [-1.926326, -0.949009, -3.038085], [-2.642232, -2.577148, -1.223283], [-0.539816, -1.923992, 2.716940], [-2.604277, -1.669768, -3.579504], [-2.455552, 0.050257, -3.166347], [-0.936559, -0.874561, -3.552384], [-3.306168, -2.837443, -2.059865], [-2.049110, -3.486183, -1.043830], [-3.261122, -2.388033, -0.331177], [4.446719, -1.053079, -1.862063], [3.501180, -2.402514, -2.572323], [3.339239, -0.760133, -3.235371], [3.342336, -2.471061, 0.231335], [2.335184, -1.413959, 1.213795], [1.595611, -2.809625, 0.370482], [0.953595, -1.231854, -2.005531], [1.192295, -1.621065, 4.393857], [1.224194, -0.346935, 3.904186], [1.548540, 0.484861, 4.907611], [2.249667, -0.300864, 2.993309], [-0.108473, -0.037947, 3.226230], [-0.286174, -1.085213, 2.229789], [-1.212085, -0.256906, 4.275123], [-0.927834, 0.259946, 5.488941], [-2.389692, 0.269627, 3.837328], [-1.404433, -1.611604, 4.429375], [-0.164068, 1.426044, 2.782958], [-0.384184, 2.202951, 3.879887], [0.998188, 1.854452, 2.185092], [-1.203818, 1.618367, 1.905276]],
  "atomic_forces_ev_per_a": [[-0.38, -0.72, 0.76], [0.17, 0.81, -0.26], [1.01, -1.21, 0.54], [0.89, 0.88, -1.79], [-0.89, -0.08, -0.06], [-0.09, 0.30, -0.32], [0.25, 0.11, 0.06], [0.38, -0.64, 2.33], [-5.61, -0.47, -2.83], [-0.10, 1.07, -0.28], [-0.08, 0.04, 0.12], [1.55, 2.04, 0.12], [0.67, -0.31, -0.05], [-0.73, -0.04, 0.05], [0.03, -0.05, 0.07], [-0.03, -0.04, -0.86], [-0.40, -0.29, 0.35], [0.00, -0.76, 0.18], [0.09, -0.17, -0.02], [2.11, 2.02, 0.19], [-0.36, -1.06, 0.28], [-0.11, -0.52, -0.36], [-0.98, -0.49, -0.55], [0.25, 0.19, -0.49], [0.33, -0.09, 0.10], [0.30, 1.09, -0.33], [1.09, 0.43, 0.90], [1.00, -1.44, 0.42], [-0.79, -0.25, 0.49], [0.18, 0.47, 0.27], [0.21, 0.44, -0.06], [0.28, 0.00, -0.37], [-0.32, -0.08, 0.06], [0.18, 0.09, -0.10], [0.00, -0.05, 0.16], [-0.13, -0.17, -0.04], [-0.17, -0.01, -0.55], [0.35, -0.11, 0.10], [0.17, -0.09, 0.83], [0.01, 1.20, -0.58], [2.46, -0.48, 1.24], [-0.49, -0.72, -1.21], [-0.98, -0.09, 0.63], [0.15, -1.29, 0.86], [-0.17, 0.71, 0.47], [-2.09, -0.09, 1.82], [-0.34, -0.76, -1.63], [1.27, -0.68, 0.40], [0.09, 1.21, -0.23], [-0.25, 2.35, -0.99], [0.42, -1.10, -1.65], [-1.77, -0.77, 0.79], [1.36, -0.32, 1.04]]
}

=====

{
  "formula": "C17H23FN3O8PS",
  "method": "ωB97M-V/def2-TZVPD",
  "e_homo_ev": -10.0,
  "energy_ha": -2267.034766,
  "fmax_ev_per_a": 3.516,
  "homo_lumo_gap_ev": 9.6,
  "elements": ["C", "C", "C", "C", "C", "N", "P", "O", "O", "S", "O", "O", "F", "H", "H", "H", "H", "H", "H", "H", "H", "H", "H", "H", "H", "H", "C", "C", "C", "C", "C", "C", "N", "O", "O", "H", "H", "H", "H", "H", "C", "C", "C", "C", "C", "C", "N", "O", "O", "H", "H", "H", "H", "H"],
  "positions_angstrom": [[-3.345488, -4.403768, -0.021891], [-2.684631, -3.530502, 1.064568], [-3.061022, -4.017027, 2.465971], [-3.112769, -2.095000, 0.825178], [-2.502496, -1.068660, 1.795308], [-1.636998, -0.060774, 1.092468], [-1.579523, 1.524482, 1.842523], [-2.881185, 2.151201, 1.073195], [-2.172931, 1.159450, 3.325920], [-0.125353, -0.588945, 0.754509], [0.510130, 0.440682, 0.034187], [-0.186695, -1.779235, 0.027958], [0.683379, -0.789942, 2.046209], [-4.253803, -3.919886, -0.350117], [-2.642043, -4.519325, -0.837885], [-3.532734, -5.394091, 0.374229], [-1.609303, -3.620214, 0.995881], [-2.409500, -3.537541, 3.186569], [-4.106117, -3.837394, 2.688614], [-2.877532, -5.083953, 2.505816], [-4.190248, -2.002249, 0.786110], [-2.763260, -1.801343, -0.158751], [-3.323930, -0.506689, 2.212836], [-2.002208, -1.536130, 2.631959], [-2.788799, 3.110568, 1.193776], [-2.408567, 2.019185, 3.720084], [3.721228, 0.338774, 0.880470], [4.778059, 0.776866, 0.093708], [6.014292, 1.029598, 0.664023], [6.175477, 0.834792, 2.022374], [5.135276, 0.405348, 2.823767], [3.901530, 0.157565, 2.245490], [7.492515, 1.080984, 2.630016], [8.383877, 1.477282, 1.903858], [7.611869, 0.871644, 3.822397], [2.760086, 0.139902, 0.427302], [4.638498, 0.919666, -0.968725], [6.837036, 1.370467, 0.054288], [5.279030, 0.262718, 3.883926], [3.080666, -0.180352, 2.861139], [-0.203258, 1.752807, -2.639152], [0.499945, 1.856089, -3.832422], [-0.120246, 2.355107, -4.965899], [-1.442789, 2.748565, -4.885288], [-2.161756, 2.647565, -3.709305], [-1.534123, 2.145290, -2.581483], [-2.100051, 3.299500, -6.080280], [-1.449632, 3.358537, -7.106313], [-3.255207, 3.666079, -5.971198], [0.281435, 1.369294, -1.754439], [1.535433, 1.548862, -3.878916], [0.423476, 2.436490, -5.894749], [-3.195358, 2.955774, -3.666973], [-2.083681, 2.061886, -1.652841]],
  "atomic_forces_ev_per_a": [[0.94, 0.20, 0.61], [-0.97, -0.45, 0.16], [0.33, 0.04, -0.60], [1.24, 0.42, -0.20], [-1.09, -0.19, -0.77], [0.52, -0.56, 2.29], [0.67, 0.64, -0.39], [0.04, 0.15, 0.33], [-0.31, 0.33, -0.17], [-0.73, 1.22, -3.22], [0.94, 1.70, 0.60], [-0.40, -2.53, 0.56], [-0.21, -0.27, 1.02], [-0.36, -0.21, -0.27], [-0.15, 0.07, -0.45], [-0.30, -0.22, -0.06], [0.33, 0.13, -0.21], [-0.13, 0.05, 0.47], [-0.23, 0.10, 0.17], [0.02, -0.24, 0.24], [-0.34, -0.08, 0.29], [-0.06, -0.04, -0.37], [-0.01, 0.28, 0.22], [0.39, -0.01, 0.13], [-0.30, -0.15, -0.39], [0.10, -0.52, 0.23], [0.03, -0.04, 0.00], [-0.07, -0.03, 0.08], [0.07, 0.06, -0.24], [-0.12, -0.04, -0.06], [-0.12, -0.08, 0.23], [0.03, 0.04, -0.14], [0.16, 0.05, 0.08], [-0.11, -0.05, 0.09], [-0.02, 0.03, -0.15], [0.05, 0.06, 0.01], [0.01, 0.01, -0.02], [0.09, 0.00, 0.10], [0.13, 0.03, 0.00], [-0.01, -0.01, 0.04], [0.06, 0.05, -0.07], [-0.14, 0.03, 0.06], [0.23, -0.04, -0.11], [0.07, -0.04, 0.12], [-0.21, 0.02, 0.16], [0.10, -0.02, -0.02], [-0.09, 0.05, -0.15], [-0.08, 0.00, 0.12], [0.14, -0.05, -0.02], [-0.04, 0.04, -0.13], [0.02, 0.00, -0.02], [-0.10, 0.06, -0.07], [-0.01, 0.04, -0.13], [-0.02, -0.02, 0.00]]
}